[1]
ORCA calculation (ωB97M-V with the def2-TZVPD basis set) on a structure of composition C61H61BGe2HfN6O6S4 at a distorted geometry.

Structure (XYZ):
```
142
Properties=species:S:1:pos:R:3
Hf -0.80425 1.84676 -1.12600
C -1.35976 1.45470 6.02578
C -1.70985 0.46596 4.93335
C -0.90975 -0.64453 4.67526
C -1.23827 -1.57225 3.68991
C -0.34394 -2.76563 3.43097
C -2.42185 -1.38907 2.95504
C -3.23048 -0.26880 3.18403
C -4.49268 -0.01513 2.38638
C -2.85459 0.63984 4.17019
C -2.89452 -2.45326 2.01197
C -3.78772 -3.40737 2.49731
C -4.32465 -4.36972 1.65618
C -3.96864 -4.38970 0.31409
C -3.06515 -3.45952 -0.19887
C -2.51902 -2.49318 0.66559
Ge -1.53385 -1.01211 -0.13342
S -2.96608 0.44121 -0.87685
S 0.12854 -1.72773 -1.50136
Ge 1.50019 -0.14918 -0.69516
S 1.62207 1.66412 -1.86687
S -0.00305 0.31813 1.00853
C 3.28025 -0.81436 -0.22818
C 3.84086 -1.82878 -1.02584
C 5.16295 -2.21387 -0.80394
C 5.93757 -1.57860 0.15329
C 5.39031 -0.55691 0.91733
C 4.06188 -0.17084 0.74894
C 3.52713 0.88991 1.66255
C 3.58881 2.24598 1.32229
C 4.18062 2.70896 0.00915
C 3.14358 3.18865 2.25211
C 2.67961 2.81822 3.50723
C 2.30676 3.85938 4.53888
C 2.63564 1.46122 3.82547
C 3.06388 0.49262 2.92665
C 3.06065 -0.97216 3.31023
C 3.09197 -2.53743 -2.12422
C 3.04022 -2.01164 -3.42091
C 3.69306 -0.69855 -3.80731
C 2.40612 -2.75397 -4.42447
C 1.86508 -4.00519 -4.18399
C 1.27978 -4.83000 -5.30943
C 1.92672 -4.51030 -2.88398
C 2.51950 -3.79795 -1.85179
C 2.52677 -4.36300 -0.44674
C -2.70463 -3.53780 -1.65683
C -3.49352 -2.90225 -2.62733
C -4.74040 -2.11587 -2.27550
C -3.12758 -3.01692 -3.97154
C -2.01470 -3.74062 -4.36862
C -1.59636 -3.80316 -5.82083
C -1.27564 -4.40754 -3.39136
C -1.60571 -4.33195 -2.04630
C -0.81082 -5.11766 -1.02416
H -0.85930 0.96001 6.86257
H -2.25450 1.95225 6.40761
H -0.68231 2.23286 5.65613
H -0.02000 -0.80858 5.27956
H 0.48169 -2.79803 4.14364
H 0.08174 -2.72346 2.41984
H -0.90045 -3.70601 3.49770
H -5.02930 -0.93711 2.16533
H -4.25017 0.45079 1.42569
H -5.16234 0.65639 2.92759
H -3.50037 1.48472 4.36986
H -4.07675 -3.36580 3.54417
H -5.03682 -5.09323 2.04066
H -4.39180 -5.12985 -0.36110
H 5.58771 -3.00225 -1.41987
H 6.96967 -1.87939 0.30498
H 5.98943 -0.05485 1.67325
H 4.00488 1.99532 -0.79185
H 5.26484 2.84107 0.10533
H 3.74854 3.66622 -0.29096
H 3.18371 4.24653 1.98562
H 2.14870 4.83577 4.07657
H 3.10956 3.97227 5.27529
H 1.40173 3.57802 5.08823
H 2.27972 1.14699 4.80736
H 2.89717 -1.08927 4.37986
H 4.00550 -1.45550 3.04934
H 2.26459 -1.51258 2.78328
H 4.22117 -0.23119 -2.97701
H 2.94592 0.01421 -4.16679
H 4.41210 -0.86342 -4.61738
H 2.36383 -2.33819 -5.43304
H 0.91479 -4.19601 -6.12063
H 0.45353 -5.45910 -4.96280
H 2.04025 -5.49608 -5.72665
H 1.49624 -5.48981 -2.66952
H 1.90483 -5.25883 -0.38591
H 2.14263 -3.62706 0.27118
H 3.53852 -4.62648 -0.12400
H -4.78148 -1.85634 -1.22090
H -5.63611 -2.69963 -2.51536
H -4.78346 -1.18678 -2.85061
H -3.73292 -2.50579 -4.72366
H -2.38634 -3.43279 -6.47875
H -1.35400 -4.82806 -6.11920
H -0.69937 -3.19232 -5.98829
H -0.40404 -4.99446 -3.68642
H -0.02401 -5.69749 -1.51431
H -1.45861 -5.80549 -0.46985
H -0.33709 -4.45648 -0.28912
B -0.08938 3.27681 -4.27160
N -0.47551 4.03767 -2.93094
C -0.05694 5.27762 -2.68958
C -0.86668 5.84901 -1.71463
C -1.75687 4.85040 -1.37800
N -1.53083 3.73232 -2.10104
N -0.86519 1.93975 -4.31271
C -1.28954 1.37542 -5.44198
C -1.80944 0.12626 -5.14563
C -1.69143 0.01963 -3.76794
N -1.10434 1.10544 -3.24670
H 1.11497 3.11424 -4.28431
H -0.47547 3.94324 -5.21367
H 0.76949 5.69167 -3.25591
H -0.80719 6.85479 -1.31583
H -2.55447 4.87163 -0.65143
H -1.18905 1.90057 -6.38652
H -2.23475 -0.60491 -5.82416
H -2.00960 -0.79302 -3.15445
O -1.79112 2.70142 0.61786
C -0.78806 3.43802 0.91197
O 0.22543 3.40166 0.16950
C -0.81779 4.41294 2.03788
C -0.01768 5.52950 1.90767
C -0.03620 6.48441 2.89384
C -0.81175 6.36109 4.01924
C -1.61836 5.25026 4.10971
C -1.65264 4.26158 3.14024
N -2.49652 5.15871 5.30485
O -3.54519 4.54396 5.18765
O -2.13573 5.74651 6.31318
N 0.82321 7.69184 2.73416
O 1.50550 7.75956 1.72056
O 0.80827 8.52613 3.62671
H 0.62589 5.65090 1.04428
H -0.79836 7.11183 4.79115
H -2.31123 3.40428 3.23301
```

The calculation puts the largest force on an atom at 1.34 eV Å⁻¹. The LUMO energy is -1.248 eV. The HOMO energy is -8.42 eV.

[2]
ORCA calculation (ωB97M-V with the def2-TZVPD basis set) on a structure of composition C14H19ClHfN2O3 at a distorted geometry.

Structure (XYZ):
```
40
Properties=species:S:1:pos:R:3
Cl -3.02129 -0.20665 -2.40894
C 0.63501 -0.00378 -3.30783
C 1.20335 0.89433 -2.34200
C 0.40943 2.09359 -2.34615
H 2.19494 0.79350 -1.90281
C -0.64431 1.92250 -3.30955
C -0.47746 0.63754 -3.90348
H -1.03083 0.28383 -4.78149
H 1.09524 -0.93298 -3.64783
H 0.68022 3.04948 -1.88961
C -1.66712 2.94006 -3.68194
Hf -0.92226 0.35786 -1.44229
C -2.54667 1.68850 -0.29979
O -3.46662 1.99651 0.32845
C -1.37956 -2.03269 -1.14451
O -1.83112 -3.01719 -0.74945
H -1.93973 3.56402 -2.82580
H -2.57871 2.46864 -4.06315
H -1.30106 3.61787 -4.46508
C -0.89476 0.96467 3.01856
N 0.02499 -0.12833 2.71887
C 0.50862 -0.82827 3.90246
C 1.14382 -2.13833 3.52775
C 2.10177 -1.90506 2.39706
N 1.33175 -1.38458 1.27260
C 1.71983 -1.79838 -0.07592
C 0.39009 -0.46280 1.47919
O -0.21625 0.12681 0.45033
H -1.25585 1.47770 2.12611
H -0.38206 1.68722 3.67289
H -1.76012 0.55757 3.56471
H 1.23748 -0.16629 4.40313
H -0.35865 -0.97587 4.56138
H 0.37734 -2.86847 3.23821
H 1.67238 -2.53379 4.39600
H 2.60308 -2.81792 2.06531
H 2.85421 -1.15825 2.70503
H 2.03626 -0.94126 -0.68504
H 2.56290 -2.49439 0.01636
H 0.89174 -2.32693 -0.57174
```

The calculation puts the largest force on an atom at 5.44 eV Å⁻¹. The LUMO energy is -8.027 eV. The HOMO energy is -16.06 eV. Its net charge is +2.

[3]
ORCA calculation (ωB97M-V with the def2-TZVPD basis set) on a structure of composition C39H33IN7S6SbSiTc at a distorted geometry.

Structure (XYZ):
```
89
Properties=species:S:1:pos:R:3
Tc -0.16699 -0.28431 -2.42169
S 5.46135 3.78316 0.47188
N 5.29686 2.20967 0.52245
C 4.20258 2.00296 -0.25690
C 3.61126 0.69408 -0.52956
C 4.05018 -0.47033 0.08116
C 3.36888 -1.62772 -0.16077
C 2.19682 -1.63051 -0.94025
N 1.77932 -0.51482 -1.52962
C 2.43637 0.64297 -1.29410
C 1.85394 1.86132 -1.87497
N 0.78324 1.69198 -2.69335
C 0.37363 2.74908 -3.38913
C 0.97408 3.98071 -3.36409
C 2.09488 4.10040 -2.54039
C 2.51895 3.05102 -1.72390
C 3.63966 3.11826 -0.83724
N 4.29222 4.25418 -0.46013
H 4.96600 -0.36790 0.66273
H 3.61862 -2.59214 0.25054
H 1.67601 -2.55870 -1.11906
H -0.51176 2.60572 -4.01167
H 0.62966 4.82421 -3.94360
H 2.60827 5.02947 -2.52650
S -3.06088 -4.07028 -0.06929
Sb -2.80069 -5.97219 -1.29136
S -2.05223 -3.13923 -3.39336
S -0.44291 -2.49259 -2.39618
S -1.78039 -5.15437 -3.42728
S -0.77784 0.41866 -0.28436
C -2.53881 0.30663 -0.18026
N -3.17896 1.35515 0.25751
C -4.63278 1.49768 0.32299
C -5.22453 0.58623 -0.78211
C -4.65314 -0.83012 -0.65506
N -3.21043 -0.76125 -0.62230
H -2.63327 2.15975 0.41814
H -4.94867 2.52688 0.11080
H -5.00868 1.13235 1.26284
H -4.99063 0.93414 -1.81706
H -6.29814 0.54294 -0.68675
H -4.87528 -1.47359 -1.51446
H -5.00538 -1.32882 0.23868
H -2.70476 -1.61272 -0.89142
C 3.14302 2.89760 3.06171
C 3.57338 1.70790 3.61874
C 2.74705 0.59784 3.57376
C 1.49475 0.67948 2.99062
C 1.04006 1.89317 2.49292
C 1.91151 2.98685 2.40982
Si 0.25958 -0.62195 3.08975
C -1.44819 -0.20121 3.42499
C -2.50306 -0.97850 2.94575
C -3.81619 -0.75440 3.32047
C -4.06506 0.42238 4.05096
C -3.02734 1.22912 4.51424
C -1.70963 0.94122 4.21229
C 0.56834 -2.36021 3.15708
C 1.82863 -2.92244 3.04692
C 2.11900 -4.22957 3.40008
C 1.06916 -5.08281 3.66965
C -0.22294 -4.58769 3.73432
C -0.45951 -3.23304 3.57320
H 3.78020 3.77218 3.10887
H 4.54707 1.65191 4.10561
H 3.11332 -0.33526 3.93821
H 0.00286 1.95247 2.17467
H 1.67608 3.89661 1.86898
H -2.28893 -1.78958 2.28998
H -4.69010 -1.39654 3.00158
H -5.06895 0.68681 4.36561
H -3.28067 2.12365 5.03062
H -0.88434 1.54379 4.54176
H 2.64261 -2.27508 2.69693
H 3.15309 -4.61967 3.38829
H 1.26187 -6.13070 3.82391
H -1.06907 -5.19374 3.89125
H -1.48902 -2.91284 3.72067
I -2.36439 0.32563 -4.27207
C -0.66311 0.13359 -5.40408
C -0.52035 0.37440 -6.77740
C 0.70312 0.10639 -7.35193
C 1.70196 -0.35589 -6.51147
C 1.50112 -0.48034 -5.15972
N 0.33769 -0.23908 -4.61598
H -1.39034 0.74585 -7.30348
H 0.88477 0.28961 -8.38485
H 2.67042 -0.61707 -6.95649
H 2.29494 -0.81892 -4.46827
```

The calculation puts the largest force on an atom at 2.05 eV Å⁻¹. The LUMO energy (alpha / beta) is -8.446 / -8.450 eV. The HOMO energy (alpha / beta) is -14.94 / -14.94 eV. Its net charge is +3.

[4]
ORCA calculation (ωB97M-V with the def2-TZVPD basis set) on an isolated molecule of C2H5NO.

Structure (XYZ):
```
9
Properties=species:S:1:pos:R:3
C -1.36423 -0.55871 0.68637
C 0.49239 0.52400 -0.23092
N -0.77231 0.51114 0.42932
O 0.89102 1.86234 -0.34793
H -2.31969 -0.49859 1.18497
H -0.99392 -1.56073 0.44164
H 0.40653 0.05647 -1.23014
H 1.23700 -0.05311 0.34984
H 1.74269 1.90476 -0.79352
```

As for the structure (SMILES): C=NCO. The calculation puts the largest force on an atom at 0.89 eV Å⁻¹. The LUMO energy is 0.999 eV. The HOMO energy is -9.87 eV.

Sequential relative energy (zero: lowest compared OMol25 entry of this formula, charge and spin) output: 12.46; 0.00; 0.00; 42.94 kcal/mol